This record from OMol25 describes C29H25FN3O2Pt as an isolated structure in a non-equilibrium geometry. The level of theory is the ωB97M-V functional and the def2-TZVPD basis.

```
61
C29H25FN3O2Pt, DFT the ωB97M-V functional and the def2-TZVPD basis
Pt -0.289 0.197 0.603
O 1.096 3.237 -3.393
C 2.250 2.711 -3.272
C 3.205 2.729 -4.390
C 4.439 2.214 -4.074
C 4.831 1.831 -2.751
C 3.919 1.662 -1.764
C 2.603 1.985 -2.011
C 1.503 1.805 -1.096
N 1.427 0.898 -0.147
C 2.698 0.107 0.352
C 2.259 -0.950 1.310
N 0.858 -1.360 1.010
C 0.662 -2.419 0.261
C -0.594 -2.905 -0.117
C -0.780 -3.657 -1.331
C -2.044 -4.068 -1.780
C -3.060 -3.843 -0.800
C -2.971 -3.114 0.404
C -1.797 -2.296 0.505
O -1.811 -1.115 1.021
H 2.935 2.969 -5.434
H 5.195 1.968 -4.763
H 5.904 1.559 -2.570
H 4.243 1.314 -0.790
H 0.821 2.657 -1.117
H 3.334 0.900 0.865
H 3.195 -0.285 -0.632
H 2.231 -0.611 2.374
H 2.892 -1.904 1.226
H 1.511 -3.030 -0.231
H 0.065 -3.799 -1.965
H -2.250 -4.581 -2.783
H -3.979 -4.418 -1.071
H -3.830 -2.876 1.000
N -1.592 1.318 -0.221
C -2.316 1.145 -1.271
C -2.321 0.008 -2.167
C -3.285 -0.131 -3.116
C -4.213 0.878 -3.459
C -4.208 2.022 -2.644
C -3.315 2.116 -1.581
H -1.514 -0.831 -1.996
H -3.279 -1.045 -3.703
H -4.926 0.776 -4.273
H -4.888 2.818 -2.817
H -3.512 2.926 -0.858
F 0.442 -1.134 7.430
C 0.271 -0.530 6.261
C 1.324 -0.053 5.556
C 1.005 0.547 4.346
C -0.310 0.684 3.879
C -0.444 1.353 2.623
C -1.405 0.319 4.636
C -1.132 -0.413 5.789
H 2.368 -0.026 6.059
H 1.796 0.866 3.664
H 0.400 2.015 2.448
H -1.428 1.802 2.405
H -2.313 0.112 4.139
H -1.873 -1.054 6.225
```

Calculated values
Multiplicity: 5
<S²>: 6.123
Lowest unoccupied orbital energy (spin up / spin down): 2.5 / 1.0 eV
Frontier orbital gap (spin up / spin down): 4.84 / 5.20 eV
Relative energy (zero: lowest compared OMol25 entry of this formula, charge and spin): 66.6 kJ/mol
Net charge: -1